Entry from OMol25: a gas-phase ion, C4H9N4 (charge +1) at a distorted geometry (the ωB97M-V functional and the def2-TZVPD basis).

Last column: Löwdin charge in e.
CARTESIAN COORDINATES (ANGSTROEM)
C  -1.87605  1.61414  -0.09537  0.03
C  -0.68600  0.70981  -0.01826  -0.27
N  0.58041  1.11794  -0.15632  0.20
N  1.31435  0.00962  -0.03470  -0.15
C  2.75563  -0.06220  -0.27834  0.02
C  0.53100  -1.04102  0.20312  0.01
N  -0.72450  -0.60811  0.14488  -0.06
N  -1.83600  -1.44889  0.20083  0.19
H  -1.45131  2.53584  0.02692  0.05
H  -2.28933  1.49834  -1.17147  0.14
H  -2.63143  1.47734  0.67267  0.09
H  3.07995  -1.11016  0.08936  0.13
H  3.04090  0.36147  -1.25962  0.11
H  3.30861  0.65574  0.43763  0.13
H  0.80891  -2.09897  0.24885  0.18
H  -1.51192  -2.28601  -0.05172  0.05
H  -2.41325  -1.32488  1.04156  0.15

The SMILES is Cc1n[n+](C)cn1N. The spin multiplicity is 1. The gap between HOMO and LUMO comes out at 11.4 eV. As for the total charge: +1. For the lowest unoccupied orbital energy, the calculation gives -3.4 eV.

---

Entry from OMol25: 2 unconnected molecules or ions with the total composition C4H9N3 at a distorted geometry (the ωB97M-V functional and the def2-TZVPD basis).

Last column: Löwdin charge in e.
CARTESIAN COORDINATES (ANGSTROEM)
C  -1.74893  1.15608  0.49478  -0.15
C  1.51306  0.30418  -0.05335  -0.08
C  -0.67453  -1.26122  1.42513  -0.10
C  0.26295  -0.17839  -0.78967  -0.62
N  -2.15039  2.16569  0.83508  0.01
N  -0.24398  0.85608  -1.64090  0.05
N  -0.80178  -0.72710  -0.02729  0.03
H  1.38726  0.91397  0.91142  0.10
H  2.14095  1.04597  -0.68352  0.10
H  2.20945  -0.50958  0.05904  0.05
H  -1.61943  -1.84262  1.64850  0.10
H  0.20377  -1.88719  1.45393  0.06
H  -0.51644  -0.41474  2.11792  0.07
H  0.73470  -1.08610  -1.42252  0.19
H  0.40588  1.12272  -2.28215  0.04
H  -1.10254  0.34227  -2.04641  0.13

The spin multiplicity is 1. The gap between HOMO and LUMO (alpha / beta) comes out at 8.8 / 8.8 eV. For the lowest unoccupied orbital energy (alpha / beta), the calculation gives -1.3 / -1.3 eV.

---

Let's list E in order: -376.5366 -321.8884 hartree.
Let's list energy relative to the best compared isomer or geometry (same formula, charge and spin) in order: 1.915 5.495 eV.